Density functional theory data (ωB97M-V/def2-TZVPD) for a cluster of 2 separate species, C7H5N2O2S in total.

Summary:
maximum force: 4.7 eV Å⁻¹
net charge: -1
ΔE to the lowest compared entry with this formula, charge and spin: 5.1 kcal per mole
LUMO energy: 3.5364 eV
HOMO: -3.22 eV

Geometry (Å):
C: -2.33648 0.46934 0.13789
C: -1.84832 -0.25163 -0.97799
C: -1.52686 0.45710 1.31210
C: -0.59774 -0.69383 -0.98679
C: -0.29458 -0.15320 1.32773
C: 0.22131 -0.69878 0.15592
C: 1.66600 -1.20291 0.19283
N: 3.58435 1.70671 -0.13452
N: 2.63305 1.82490 -0.68311
O: 2.50870 -0.98908 1.03689
O: 1.59497 1.98408 -1.11606
S: 1.93203 -2.37642 -1.04641
H: -3.29944 0.82858 0.27789
H: -2.48974 -0.49785 -1.83399
H: -1.93605 1.00535 2.07424
H: -0.27138 -1.09935 -1.87465
H: 0.46018 -0.31300 2.13804



Density functional theory data (ωB97M-V/def2-TZVPD) for a cluster of 2 separate species, C7H5N4O2 in total.

Summary:
maximum force: 3.5 eV Å⁻¹
net charge: -1
ΔE to the lowest compared entry with this formula, charge and spin: 101.1 kcal per mole
LUMO energy (alpha / beta): 3.0433 / 3.0416 eV
HOMO (alpha / beta): -4.22 / -4.21 eV

Geometry (Å):
C: 1.10761 1.62204 -1.02777
C: 1.24306 1.07588 1.30376
C: 4.25331 0.67996 0.04619
C: 3.69434 -0.77265 -0.03048
C: -0.85119 0.79072 0.12598
C: 1.14240 -0.70115 -0.33600
C: 0.70234 0.69005 0.00947
N: 1.24465 2.33022 -1.91634
N: 1.50296 1.31871 2.39149
N: 4.01093 -1.93329 0.62050
N: 4.24303 -1.92793 -0.63942
O: 5.47304 0.53940 0.06157
O: 3.48476 1.61524 0.07992
H: -1.18929 0.16843 0.95157
H: -1.30724 0.44026 -0.79827
H: -1.15627 1.82071 0.30651
H: 0.91275 -1.47198 0.38126
H: 1.13117 -0.97770 -1.37486



Q: Number 1 is which compound?
A: C7H5N2O2S



Q: Which value of maximum force does entry 2 give?
A: 3.5 eV Å⁻¹